Here is the molecule C4H5NO3 at a distorted geometry from OMol25. Energies are from the ωB97M-V functional and the def2-TZVPD basis.

Its calculated total energy is -11856.848 eV. For the frontier orbital gap, the calculation gives 9.87 eV. The spin multiplicity is 1. For the lowest unoccupied orbital energy, the calculation gives 0.54 eV. The maximum force comes out at 8.1 eV Å⁻¹. As for the HOMO energy: -9.3 eV. The energy relative to the best compared isomer or geometry (same formula, charge and spin) comes out at 5.1529 eV. As for the total charge: 0.

XYZ file:
```
13
Properties=species:S:1:pos:R:3:lowdin_charge:R:1
C -1.2487 -0.0046 0.2417 -0.038
C 0.2082 -0.1607 0.1191 -0.294
C 1.1161 -1.2046 0.1119 0.100
C 2.6789 -0.6775 0.0634 -0.418
O 3.7234 -1.2066 0.0203 0.125
N 2.2998 0.6406 0.1526 -0.160
O 3.3227 1.5143 -0.0170 0.050
O 0.9791 1.0215 -0.0695 0.037
H -1.8885 -0.5493 -0.5545 0.111
H -1.5189 1.0756 0.1609 0.093
H -1.5617 -0.5498 1.2227 0.121
H 0.9749 -2.2832 0.0608 0.097
H 3.6086 1.5953 -1.0060 0.175
```